The following is a DFT calculation (ωB97M-V/def2-TZVPD) of C29H20Br2IrNO4PS2 as an isolated structure.

Cartesian coordinates (Å):
Ir: 1.10 0.29 -1.39
Br: -0.01 4.27 1.52
Br: -3.46 5.60 -2.75
S: 4.15 1.28 -2.38
S: 1.75 -2.62 -1.53
P: 0.62 -0.78 0.77
O: 0.53 1.80 -0.27
O: 2.68 -1.71 -0.86
O: 2.34 -3.55 -2.44
O: 0.61 -1.79 -2.07
N: -0.40 1.25 -2.66
C: 1.00 -3.44 -0.17
C: -1.80 1.70 -4.52
C: -3.56 0.62 2.08
C: -2.44 1.31 2.51
C: 0.49 -2.62 0.85
C: -1.82 3.23 -2.67
C: 3.13 1.34 3.18
C: -0.23 -0.29 -4.53
C: 1.85 -0.35 2.05
C: -0.33 2.66 -0.78
C: 0.88 -4.82 -0.12
C: -2.14 -0.94 0.93
C: -0.81 0.91 -3.85
C: -0.12 -3.23 1.93
C: -2.30 2.82 -3.94
C: 3.72 0.37 3.98
C: -3.41 -0.51 1.28
C: 0.27 -5.41 0.98
C: -1.01 -0.26 1.39
C: 2.71 1.19 -1.86
C: 2.46 -1.32 2.83
C: -1.68 4.68 -0.76
C: 2.21 0.99 2.21
C: -0.74 3.81 -0.16
C: -0.88 2.39 -2.06
C: -1.17 0.87 2.17
C: -0.23 -4.61 2.00
C: 3.39 -0.96 3.80
C: -2.21 4.40 -1.98
H: -4.55 0.96 2.35
H: 1.29 -5.41 -0.93
H: 1.80 1.74 1.55
H: -3.04 3.42 -4.45
H: -1.96 5.59 -0.24
H: 3.86 -1.73 4.40
H: 0.18 -6.48 1.03
H: 3.40 2.39 3.31
H: -0.52 -2.62 2.74
H: -0.71 -5.07 2.86
H: -0.31 1.43 2.52
H: 4.44 0.66 4.74
H: 2.22 -2.37 2.70
H: -4.27 -1.05 0.93
H: -2.15 1.38 -5.49
H: -0.50 -1.20 -4.00
H: -2.03 -1.81 0.28
H: -2.55 2.20 3.12
H: 0.86 -0.23 -4.53
H: -0.59 -0.35 -5.56

Summary:
<S²>: 0.7573
Energy relative to the best compared isomer or geometry (same formula, charge and spin): 101.4 kJ/mol
2S+1: 2
LUMO level (spin up / spin down): -0.319 / -0.510 eV
Total energy: -213960.3655 eV
Kohn-Sham gap (spin up / spin down): 7.02 / 7.12 eV
Largest force on an atom: 2.06 eV/A